1.
8 unconnected molecules or ions with the total composition C30H60Cl2O14, computed with wB97M-V/def2-TZVPD.

Geometry as XYZ:
```
106
Properties=species:S:1:pos:R:3:forces:R:3
O -16.1193 -5.1349 14.9115 2.14 -0.54 0.45
C -14.9566 -5.3826 15.2454 -1.71 0.64 -0.03
O -14.0470 -5.9910 14.4818 -1.61 -0.08 -1.08
C -14.5667 -6.3355 13.1482 1.74 0.16 -0.39
C -13.4054 -7.1433 12.5472 -0.55 0.08 -0.08
C -14.3323 -5.0536 16.5574 1.59 -0.36 -0.36
H -14.7162 -5.4012 12.5598 0.05 -0.53 0.57
H -15.5187 -6.8770 13.1600 0.30 0.07 0.45
H -13.6923 -7.3837 11.5324 0.17 -0.11 -0.41
H -13.2226 -8.0911 13.0625 -0.18 0.21 0.11
H -12.4655 -6.5764 12.5388 -0.37 -0.02 0.00
H -13.4509 -4.3999 16.3725 -0.69 -0.17 0.12
H -13.8713 -5.9810 16.9408 -0.42 0.35 0.13
H -15.0150 -4.6042 17.2348 -0.51 0.29 0.55
O -19.6809 -0.8293 13.4814 -0.49 -0.04 -0.85
C -20.0535 -1.3279 12.4343 0.76 0.50 1.83
O -19.6775 -2.5499 12.0650 0.34 0.19 -0.13
C -18.6362 -3.0966 12.8753 0.97 -0.79 0.13
C -18.0246 -4.2028 12.0454 0.35 0.56 -1.11
C -20.8942 -0.7247 11.4012 -0.59 -0.54 -1.38
H -19.0480 -3.4206 13.8253 -0.03 -0.07 0.05
H -17.8211 -2.3820 13.0871 -0.73 0.11 -0.05
H -17.2630 -4.7500 12.5658 -0.03 -0.55 0.75
H -17.4191 -3.6999 11.2603 -0.65 -0.31 -0.03
H -18.7712 -4.8574 11.5686 0.33 0.16 0.31
H -21.4973 -1.5332 10.9795 0.01 0.16 -0.16
H -20.2603 -0.3514 10.5964 0.08 -0.03 -0.01
H -21.5472 0.0577 11.6977 -0.30 0.69 0.68
O -18.1646 -10.6288 15.0272 -1.33 1.41 0.29
C -19.0222 -9.7720 15.2362 1.71 -1.50 0.21
O -18.8862 -8.8514 16.2391 -0.09 -1.01 -0.86
C -17.7161 -9.0546 17.0520 0.41 1.08 0.73
C -17.9567 -10.0523 18.1580 -1.09 -0.46 0.47
C -20.2962 -9.6765 14.4751 -0.18 1.80 0.36
H -17.5556 -8.0517 17.4797 0.02 -0.31 -0.06
H -16.8435 -9.2979 16.4595 -0.05 -0.09 -0.33
H -17.3560 -9.9266 19.0606 0.36 0.29 -0.31
H -17.8478 -11.1004 17.8473 -0.14 0.37 -0.11
H -18.9933 -9.8815 18.5089 0.32 -0.33 -0.14
H -21.1195 -9.9915 15.0921 -0.30 -0.34 0.35
H -20.2809 -10.2349 13.5664 0.22 -0.40 -0.46
H -20.5045 -8.6063 14.2786 0.12 -0.48 -0.08
O -20.5037 -3.1450 21.1363 -0.85 0.48 2.39
C -20.9491 -2.6839 22.2104 1.62 -0.99 -2.75
O -20.6104 -3.1607 23.4119 -0.26 0.14 -0.70
C -19.7691 -4.3360 23.4367 -0.15 0.01 1.24
C -19.2957 -4.3731 24.9125 -0.53 0.82 -1.14
C -21.8658 -1.5247 22.2087 -0.41 0.17 1.61
H -18.9499 -4.2335 22.7458 0.33 0.23 -0.24
H -20.3570 -5.1886 23.0931 -0.08 -0.04 0.30
H -18.8692 -5.2905 25.2319 0.43 -0.92 0.04
H -20.1195 -4.1261 25.5714 -0.26 -0.11 0.04
H -18.5690 -3.5768 25.0252 0.24 0.07 0.13
H -22.8145 -1.8612 21.8030 -0.20 0.09 0.00
H -21.4991 -0.7160 21.6108 0.27 0.25 -0.61
H -21.9954 -1.1349 23.2331 -0.19 -0.27 -0.41
O -21.7135 -8.7255 19.9627 0.63 2.13 -0.65
C -21.3520 -7.5766 19.7087 -1.24 -1.18 -0.18
O -22.0140 -6.7420 18.8271 1.15 -0.68 1.28
C -23.0809 -7.3360 18.0531 0.79 0.99 -0.24
C -22.4814 -7.9481 16.8068 -0.94 -1.68 0.42
C -20.1507 -6.9022 20.3223 -0.10 -0.21 -0.22
H -23.6761 -6.4633 17.7405 -0.11 -0.48 0.36
H -23.5960 -8.0211 18.7223 -0.29 -0.10 -0.40
H -22.0057 -8.9243 17.0322 -0.09 0.57 -0.05
H -21.7849 -7.3195 16.2818 0.17 0.48 -0.08
H -23.3418 -8.1574 16.1653 0.23 -0.03 -0.32
H -20.3067 -5.8279 20.3262 0.04 0.14 0.25
H -19.2822 -7.1003 19.6742 -0.18 -0.07 0.27
H -19.9735 -7.3123 21.3288 -0.02 0.20 -0.49
O -24.0177 -4.9115 15.4192 1.03 1.13 -0.35
C -23.2883 -3.9322 15.2790 -1.13 -1.56 0.14
O -23.0596 -3.0803 16.2637 0.51 0.68 0.01
C -23.6419 -3.2769 17.5454 -0.62 0.87 0.69
C -23.1965 -2.0908 18.3805 0.12 0.08 0.44
C -22.5480 -3.5401 14.0319 0.09 0.56 -0.09
H -23.3156 -4.2039 17.9864 0.05 -0.53 -0.01
H -24.7415 -3.2399 17.4911 0.34 -0.39 -0.26
H -23.4532 -1.1774 17.8450 -0.21 0.12 0.33
H -22.1355 -2.0576 18.5555 0.71 -0.21 -0.37
H -23.5681 -2.1068 19.4186 -0.52 0.02 -0.60
H -21.4823 -3.4212 14.2441 -0.03 -0.29 0.15
H -22.8383 -2.5174 13.7067 -0.20 -0.74 0.08
H -22.7019 -4.3015 13.2697 -0.03 0.24 -0.05
O -21.2891 1.0658 20.1094 0.19 0.47 0.15
C -20.2245 1.0008 19.5480 -0.31 1.45 -0.45
O -19.5046 2.0914 19.1142 -0.45 -1.60 0.20
C -20.0319 3.3674 19.3962 0.10 0.55 0.58
C -18.9052 4.3216 19.1013 0.84 -0.04 -0.04
C -19.5705 -0.2254 19.1339 1.04 -1.45 -0.66
H -20.2960 3.3804 20.4504 -0.27 0.23 0.10
H -20.9131 3.5570 18.7976 -0.29 0.01 -0.13
H -19.0929 5.3728 19.3423 -0.27 -0.26 -0.15
H -18.5974 4.2111 18.0534 -0.16 0.25 0.18
H -18.0384 4.0045 19.7000 -0.18 0.16 -0.11
H -20.0696 -1.1151 19.5207 0.18 0.18 0.26
H -18.4948 -0.2051 19.3774 -0.46 -0.12 -0.03
H -19.6326 -0.3145 18.0421 0.06 0.20 0.13
Cl -19.6270 -5.7788 15.0593 0.03 0.21 0.03
C -19.3154 -5.5927 16.8152 0.40 -0.60 0.04
C -20.0478 -4.4236 17.4195 -0.21 -0.01 -0.72
Cl -19.5646 -2.8666 16.7085 0.35 0.16 -0.04
H -18.2240 -5.5591 16.9677 -0.45 0.17 -0.22
H -19.6967 -6.5396 17.2082 0.05 0.26 0.30
H -19.9308 -4.3695 18.4879 0.18 0.00 0.39
H -21.0955 -4.4860 17.1794 -0.41 -0.25 0.12
```
Positions in Å, forces in eV/Å.

Its total charge is 0. As for the SMILES: CCOC(C)=O.CCOC(C)=O.CCOC(C)=O.CCOC(C)=O.CCOC(C)=O.CCOC(C)=O.CCOC(C)=O.ClCCCl.

Atom charges from the Löwdin analysis, given in e for atoms 1 to 4: O 0.057; C -0.537; O -0.019; C -0.189



2.
3 unconnected molecules or ions with the total composition C30H60ClN4O13P2, computed with wB97M-V/def2-TZVPD.

Geometry as XYZ:
```
110
Properties=species:S:1:pos:R:3:forces:R:3
C -3.3884 0.4954 -3.5237 1.57 0.72 -0.13
C -2.2601 -0.6179 -3.5038 -1.11 0.00 0.03
O -1.5077 -0.6272 -2.2772 -0.07 0.85 -1.00
C -0.6477 0.5069 -2.1860 1.27 0.22 0.41
C 0.6550 0.3986 -3.0995 -0.91 0.35 0.18
O 1.7535 1.0131 -2.3916 -0.86 0.50 -0.61
C 1.7320 2.4375 -2.6505 0.91 -0.02 0.02
C 2.7680 3.1900 -1.7127 0.04 0.53 -1.56
O 2.1451 4.1008 -0.8090 -0.02 -0.89 0.37
C 2.0626 3.5901 0.5097 0.58 -1.04 0.40
C 0.7471 3.9675 1.2886 -0.72 0.32 -1.93
C -0.4203 3.2829 0.4690 1.89 0.36 2.43
N -1.3474 2.7167 0.1103 -0.53 -0.19 -0.68
C 0.8358 3.4667 2.7694 -0.56 0.07 0.49
C 1.7728 2.2463 3.0725 0.37 -0.24 1.36
P 1.2060 0.5640 2.5747 -0.46 -2.53 -1.67
O 0.2127 0.4652 1.4714 0.65 0.93 0.85
O 2.5806 -0.2792 2.0745 -1.82 1.47 0.87
C 2.5185 -0.5885 0.6517 1.87 -0.80 -0.61
C 3.9633 -1.1583 0.2787 -0.91 -0.03 -0.03
O 0.6064 -0.3601 3.8544 1.21 2.10 -0.85
C -0.2873 0.4050 4.6953 -0.99 -0.26 1.02
C -1.6061 0.8905 4.0047 -0.22 0.48 0.19
C 0.3851 5.5353 1.1701 0.05 1.52 1.40
C -0.4362 6.0214 2.4129 1.49 -1.95 -1.96
N -0.9955 6.0789 3.4113 -0.41 0.46 0.38
C 1.6834 6.4498 1.1245 3.65 1.96 0.91
O 1.9957 6.9413 0.0292 -1.44 -0.72 -0.38
O 2.4144 6.6684 2.1698 -2.60 -1.78 -0.75
P -0.8397 5.8995 -0.2711 -0.62 0.16 -0.58
O -0.0739 5.7398 -1.7497 -0.35 -0.11 1.04
Cl -1.1746 7.9902 -0.0938 0.67 -0.89 -0.06
H -3.7260 0.6898 -2.4761 -0.04 -0.34 -0.92
H -4.2106 0.2718 -4.2400 0.64 0.01 0.84
H -2.8813 1.4441 -3.8735 -0.75 -0.76 0.38
H -2.7817 -1.6063 -3.5494 0.70 0.69 -0.10
H -1.5782 -0.4713 -4.3909 -0.61 -0.35 0.75
H -0.2707 0.5761 -1.1290 -0.52 -0.24 -0.92
H -1.1492 1.4868 -2.4043 0.07 -0.99 0.20
H 0.4666 0.9772 -4.0488 0.37 -0.66 0.61
H 0.8869 -0.6652 -3.3627 -0.05 0.88 0.48
H 0.7172 2.8994 -2.5281 0.78 -0.49 0.14
H 2.0334 2.5500 -3.7366 -0.26 0.16 1.04
H 3.3749 3.8320 -2.4162 -0.49 -0.54 0.87
H 3.4839 2.4827 -1.2183 -0.76 0.40 -0.31
H 2.9876 3.8493 1.1078 -1.03 0.25 -0.50
H 2.0769 2.4591 0.4240 -0.26 1.01 0.37
H 1.2040 4.2931 3.4438 -0.23 -0.57 -1.11
H -0.2163 3.2689 3.1226 1.12 0.06 -0.32
H 2.8397 2.3625 2.7309 -1.20 -0.08 0.08
H 1.8710 2.2202 4.2017 -0.05 -0.02 -1.12
H 2.3742 0.3142 0.0124 -0.45 -0.78 0.67
H 1.7478 -1.3797 0.4839 0.52 0.95 0.03
H 4.5968 -0.3928 -0.2337 -0.52 -0.54 0.56
H 3.7802 -1.9876 -0.4547 0.50 0.58 0.73
H 4.4828 -1.5224 1.2077 -0.52 0.19 -1.02
H 0.2756 1.2336 5.2161 -0.61 -0.59 -0.73
H -0.5996 -0.2919 5.5270 0.47 0.56 -0.88
H -2.2845 0.0470 3.6984 0.85 0.68 0.42
H -1.4611 1.5197 3.0931 0.10 -0.60 0.71
H -2.1454 1.5413 4.7539 0.45 -0.74 -0.68
H -0.5273 4.9823 -2.1698 0.19 0.52 0.25
C 3.3883 -1.6823 8.5926 0.01 -0.31 -0.08
O 3.0211 -2.3993 7.4289 -0.09 0.38 0.23
C 2.4728 -1.5865 6.3878 0.04 -0.30 -0.46
C 3.4655 -1.3844 5.2494 0.00 0.18 0.29
N 4.5807 -0.5259 5.6434 0.10 -0.22 0.11
C 5.7402 -0.5700 4.7503 -0.12 0.02 0.05
C 6.3863 -1.9272 4.4408 0.20 0.23 -0.12
O 7.0952 -2.5131 5.5248 -0.18 -0.09 -0.12
C 6.2806 -3.1361 6.5014 0.36 0.07 0.07
H 3.5256 -2.4044 9.3992 -0.03 -0.01 -0.07
H 4.3363 -1.1549 8.4553 -0.02 0.19 0.09
H 2.6117 -0.9718 8.8902 0.04 0.04 -0.02
H 2.0972 -0.6324 6.7738 0.16 0.00 0.07
H 1.6173 -2.1397 5.9917 0.00 0.07 -0.03
H 2.9491 -0.9290 4.4027 0.06 -0.14 0.05
H 3.8064 -2.3788 4.9422 -0.13 -0.09 -0.07
H 4.8922 -0.7925 6.5684 -0.05 0.03 -0.05
H 6.5067 0.0646 5.2030 0.03 -0.01 -0.08
H 5.4571 -0.0980 3.8016 0.01 -0.12 0.00
H 7.1406 -1.7489 3.6698 0.02 0.02 0.05
H 5.6826 -2.6459 4.0055 -0.11 0.00 0.16
H 5.4191 -3.6439 6.0628 -0.08 0.11 0.01
H 5.9633 -2.4059 7.2479 -0.26 -0.10 0.04
H 6.8875 -3.8793 7.0210 0.07 0.00 -0.10
C -5.3647 -3.4426 -9.2546 -0.15 0.24 0.02
O -6.6361 -3.3347 -8.6391 0.22 -0.35 -0.14
C -7.1199 -4.5528 -8.0756 -0.35 0.17 0.29
C -7.0243 -4.5447 -6.5531 0.30 0.00 -0.21
N -5.6406 -4.6160 -6.0945 -0.04 0.21 -0.02
C -5.4326 -4.2556 -4.6897 -0.03 -0.01 -0.11
C -5.9336 -2.8930 -4.1913 0.21 -0.09 0.27
O -5.2010 -1.7760 -4.6723 -0.37 -0.24 -0.14
C -5.5075 -1.3915 -6.0010 0.31 0.11 0.17
H -5.2202 -2.5584 -9.8769 -0.08 -0.03 0.04
H -4.5616 -3.4605 -8.5132 0.13 -0.13 -0.06
H -5.2989 -4.3302 -9.8903 0.03 -0.02 0.05
H -6.6221 -5.4265 -8.5094 0.14 0.10 0.06
H -8.1782 -4.6104 -8.3454 0.02 -0.04 0.01
H -7.5766 -5.4025 -6.1549 0.00 0.02 0.00
H -7.5216 -3.6327 -6.2070 -0.18 -0.02 -0.03
H -5.0737 -3.9970 -6.6592 -0.07 -0.07 0.00
H -4.3544 -4.2944 -4.5148 -0.04 0.00 0.08
H -5.8832 -5.0382 -4.0674 -0.04 0.09 0.00
H -5.7916 -2.8820 -3.1075 0.05 0.01 -0.02
H -7.0085 -2.7482 -4.3500 0.01 0.00 -0.19
H -6.5693 -1.5004 -6.2318 0.01 -0.11 -0.04
H -4.8952 -1.9562 -6.7065 -0.18 -0.02 -0.20
H -5.2385 -0.3405 -6.1181 -0.02 0.00 0.10
```
Positions in Å, forces in eV/Å.

Its total charge is -1.

Atom charges from the Löwdin analysis, given in e for atoms 1 to 4: C -0.069; C -0.248; O -0.165; C -0.200



The records above yield molecular weight values of 715.70; 782.23 g mol⁻¹, respectively.
The records above yield electronic energy values of -85795.0680; -95758.5821 eV, respectively.